Entry 1:
Density functional theory data (ωB97M-V with the def2-TZVPD basis set) for a molecular structure, C4H3ClFNO.

Calculated values
2S+1: 1
Energy relative to the best compared isomer or geometry (same formula, charge and spin): 90.0 kJ/mol
Total charge: 0
E_HOMO: -9.57 eV

Element x y z (Å)
1 O 0.54784 1.26369 -0.05167
2 C 0.13319 -0.06678 0.03843
3 C -1.23048 -0.08938 -0.21473
4 C -0.63983 1.84906 -0.26287
5 H 0.59103 -2.06941 0.23775
6 N -1.74911 1.18972 -0.24567
7 Cl -2.11278 -1.61734 -0.19691
8 C 1.14941 -1.11951 0.25444
9 H 1.61476 -1.03676 1.41295
10 F 2.12590 -1.25705 -0.65200
11 H -0.42993 2.95376 -0.31972



Entry 2:
Density functional theory data (ωB97M-V with the def2-TZVPD basis set) for a gas-phase ion, C4H11N2O (charge -1).

Calculated values
2S+1: 1
Energy relative to the best compared isomer or geometry (same formula, charge and spin): 88.4 kJ/mol
Total charge: -1
SMILES: C[C@H](CN)NC[O-]
E_HOMO: -2.63 eV

Element x y z (Å)
1 N -0.06306 1.59556 1.50787
2 O -0.97940 -1.55333 1.18903
3 H -0.73215 0.83671 1.58979
4 H 0.92089 0.25835 -2.52574
5 H 0.25236 2.51498 -0.38192
6 C 0.49192 1.60346 0.17344
7 H -0.22735 1.58275 -2.47590
8 C -0.01341 0.41376 -0.61206
9 H -0.71410 -2.14302 -0.74654
10 H -0.68745 -0.20518 -2.55453
11 H -1.02871 0.14048 -0.30617
12 H 1.58764 1.59677 0.19986
13 C -0.05663 0.56144 -2.14100
14 H 0.59921 1.65651 2.25710
15 N 0.76377 -0.79918 -0.26255
16 H 1.34270 -0.50567 0.51416
17 H 0.55036 -2.72162 0.36611
18 C -0.17184 -1.87967 0.19967



Entry 3:
Density functional theory data (ωB97M-V with the def2-TZVPD basis set) for 12 unconnected molecules or ions with the total composition C4H31N2O13.

Calculated values
2S+1: 1
Energy relative to the best compared isomer or geometry (same formula, charge and spin): 586.2 kJ/mol
Total charge: +1
E_HOMO: -12.80 eV

Element x y z (Å)
1 O 0.38446 -2.10960 -3.69167
2 H -0.60790 -1.04725 4.63864
3 H -0.99700 -2.12575 -1.64788
4 O 3.81031 1.60046 1.21568
5 C 1.30623 -1.41777 1.86774
6 C -1.49779 -1.89919 2.83922
7 O -4.45122 0.78921 -0.80993
8 H 2.03934 -2.18721 2.34742
9 N -0.50227 -1.17781 3.65003
10 O -1.67792 -2.59199 -1.31845
11 O -3.25200 -0.18049 -3.46240
12 H 1.19138 2.79248 -1.67906
13 H 2.77832 0.05030 1.71098
14 H -1.03533 -2.83513 2.72571
15 H -1.14456 3.44139 -0.57622
16 H -2.41484 -1.94778 3.43438
17 H -4.61032 0.25641 -1.72892
18 H 1.21732 0.40596 1.04256
19 H -0.08461 4.40193 -1.38731
20 H 2.37258 2.91195 -0.65205
21 H -4.67403 0.18813 -0.04276
22 O 2.19996 2.89393 -1.53321
23 O -2.46859 2.69713 0.17959
24 H -3.04888 -0.97141 -3.89968
25 C 0.75730 -0.90958 3.21291
26 O 3.38205 -2.03245 -1.36495
27 O 2.48096 0.45898 -1.50335
28 H 1.60594 0.23128 -1.85693
29 H 2.62164 1.45454 -1.62759
30 H 2.32956 -0.64425 0.13230
31 H 3.84681 -2.87989 -1.25542
32 H -0.98172 2.60391 1.53319
33 H -3.23531 2.87550 -0.32523
34 H 0.60093 -1.93192 1.17606
35 C -1.81592 -1.30789 1.51324
36 O 1.52792 -0.40182 3.98552
37 H 4.67205 1.34819 1.28663
38 H 3.62210 1.90128 0.23690
39 H -0.65340 2.01273 2.71652
40 H -2.52853 -2.48986 -1.89145
41 H 0.02519 -2.90814 -3.42213
42 N 1.93105 -0.32936 1.07856
43 O -1.10313 -0.76064 0.73613
44 H 3.39950 -1.46254 -2.05782
45 H -2.32614 -0.05997 -3.15952
46 O -0.57408 1.80224 1.75388
47 H 1.15127 -2.21068 -4.17402
48 H -2.84477 -1.56876 1.09747
49 H -2.53251 1.74882 -0.12074
50 O -0.19144 3.52236 -0.92254



Entry 4:
Density functional theory data (ωB97M-V with the def2-TZVPD basis set) for C23H27N3O3 in the gas phase.

Calculated values
2S+1: 1
Energy relative to the best compared isomer or geometry (same formula, charge and spin): 318.4 kJ/mol
Total charge: 0
SMILES: C/C(=N\NC(=O)COc1cc(C)cc(C)c1)c1cccc(NC(=O)C2CCC2)c1
E_HOMO: -8.23 eV

Element x y z (Å)
1 C 0.01525 -1.86764 -0.24828
2 H 0.03385 1.60874 1.70912
3 N -3.89322 -0.91517 0.86590
4 N 2.34262 -1.31319 -0.73854
5 C -2.32205 -2.47281 0.29833
6 H -0.08221 -1.01273 0.39858
7 H 2.42825 2.09470 1.64402
8 C -4.38504 0.34931 0.79815
9 H -3.98278 -3.82284 0.52326
10 H 0.32224 -4.91172 -2.59835
11 H -4.45376 -1.59056 1.38764
12 C 4.76532 0.41981 1.54201
13 H -3.37898 0.96322 -0.98584
14 C -3.01570 -3.62067 0.98669
15 O -5.45640 0.63200 1.28508
16 H 4.20192 0.08402 2.41026
17 H 5.74643 -0.95794 -0.95587
18 C 0.23734 -4.06610 -1.93206
19 C -3.50337 1.33368 0.04204
20 H 4.96974 1.48264 1.64167
21 O -2.26087 1.41120 0.69691
22 C 4.09443 -0.01052 0.22752
23 H 1.62372 4.35990 -1.14489
24 C 5.22583 -1.03610 -0.00246
25 C 2.69522 -0.58410 0.36304
26 C -0.57917 4.54768 -2.72345
27 C -1.28912 2.19237 0.14217
28 H 4.90612 -2.06729 0.14402
29 H 2.23706 -3.39889 -2.29346
30 H 2.20188 3.82372 1.90186
31 H 4.06841 0.77780 -0.52775
32 C -0.38950 3.72946 -1.48009
33 C 1.31206 -3.21474 -1.76456
34 C 5.97785 -0.46212 1.20833
35 N -2.74348 -1.27240 0.26773
36 C 1.21233 -2.12079 -0.90564
37 H 0.34434 5.04631 -3.00640
38 C -1.05912 -2.73716 -0.40726
39 H -2.37164 2.95454 -1.55758
40 C 2.25689 3.04283 1.14280
41 C -0.94074 -3.84511 -1.24277
42 H 6.86189 0.10858 0.93237
43 H -0.90350 3.91764 -3.55065
44 H -3.18373 -3.37803 2.03674
45 H -4.01121 2.30703 0.02957
46 H -1.77699 -4.51382 -1.38050
47 C -1.44165 2.94990 -1.01007
48 C -0.07361 2.21433 0.82370
49 H 3.06419 -1.44779 -1.43361
50 H 3.09781 3.26801 0.49017
51 C 0.80779 3.74790 -0.78637
52 O 1.99640 -0.42560 1.33550
53 H -2.40698 -4.51787 0.93755
54 H 6.25252 -1.18750 1.97041
55 C 0.97405 2.99387 0.37066
56 H -1.34516 5.30591 -2.56298



Entry 5:
Density functional theory data (ωB97M-V with the def2-TZVPD basis set) for 13 unconnected molecules or ions with the total composition C31H38Cl48F3N4O2P2Si.

Calculated values
2S+1: 1
Total charge: -1
E_HOMO: -3.03 eV

Element x y z (Å)
1 H 2.82575 3.45358 -3.59616
2 Cl 0.06480 -8.94028 -0.39320
3 H -3.77541 2.24794 -3.31635
4 C -0.67949 -4.15574 10.51108
5 Cl -1.77298 8.16111 -2.12934
6 H -2.84720 0.18697 1.42370
7 Cl -1.67090 -6.22509 7.33056
8 H -4.10186 -1.02943 3.25817
9 Cl -4.50951 3.66854 -9.09614
10 Cl -5.32714 2.78249 -6.46146
11 C -2.61776 1.06307 -4.77422
12 H -5.01254 -2.68027 3.32793
13 O -0.37617 1.68961 -2.82876
14 C -3.02658 1.93401 -0.00812
15 H 0.61585 -3.93320 -1.00766
16 Cl 6.68466 1.62030 9.45330
17 Cl -1.18661 8.99399 -4.84208
18 H 3.13226 5.01096 -2.72092
19 Cl -1.38055 -5.86287 4.47320
20 H 2.89430 4.70588 0.23465
21 N -1.63861 -0.06706 -4.87620
22 H -3.77662 -2.88755 -1.82602
23 Cl 6.25998 3.13708 -3.07980
24 H -0.31110 3.82924 -4.15412
25 H -6.35630 -3.86858 0.88202
26 H -3.40739 0.56251 -2.78534
27 H 1.14650 5.00146 0.61099
28 H -2.95298 4.03772 -2.46903
29 Cl 7.39030 -3.58349 3.54026
30 C -1.88123 3.68036 -2.48183
31 Cl 12.69769 -6.42993 4.01189
32 H -1.59159 -0.38738 -1.85690
33 H -1.02018 -0.33248 -0.29751
34 H -4.19273 1.35024 1.75984
35 Cl 6.87792 3.40299 7.17665
36 C -2.93361 1.48220 -3.27404
37 C 11.58129 -5.04988 4.04740
38 C 5.92604 2.19632 -4.54392
39 C -1.14282 4.41295 -3.67109
40 Cl 0.26789 -6.07571 0.02551
41 Cl 0.43209 -5.53899 10.50945
42 Cl 9.90935 -5.64034 4.04865
43 H 3.88168 3.48219 -2.09726
44 Cl 6.73176 0.53874 6.76509
45 Cl 2.49569 -7.80710 0.71363
46 Cl -1.68298 10.98599 -2.78985
47 N -2.26798 2.17690 -5.67597
48 Cl 11.87136 -4.09231 5.51308
49 H 1.74045 1.39436 -2.49584
50 Cl 6.20399 3.21585 -5.97197
51 Cl -5.45818 9.32000 -6.55514
52 H -1.85695 -0.75436 -4.15321
53 F -2.45129 2.88934 0.89232
54 H 1.76434 1.44484 -0.41576
55 H -3.81288 0.28152 -6.30940
56 P 0.73506 1.57936 -1.45644
57 Cl -7.06034 9.78046 -4.18380
58 C -6.23190 -2.91289 0.28026
59 H -4.44870 -0.16852 -0.89080
60 H -5.89217 -1.11469 2.98195
61 C -1.90572 -2.68976 1.34900
62 H -1.65955 -0.46461 -5.81679
63 Cl 7.01784 0.79546 -4.59901
64 C -0.40294 -3.58899 -0.67154
65 C 0.86799 -0.60716 3.70981
66 C -1.59517 -3.48937 -1.61078
67 Cl -4.76177 0.83654 -8.54873
68 Cl -3.17943 -7.88921 5.49845
69 H -4.02558 -0.39945 -4.83620
70 C -3.64238 0.80987 0.91689
71 C 0.72428 -7.67022 0.65991
72 C 7.35404 1.82012 7.82126
73 Cl 0.75954 9.42780 -2.73949
74 O -0.57804 1.80895 -0.32032
75 Cl -7.13052 2.49350 -8.71079
76 Si -4.75307 -1.88261 0.90315
77 Cl -0.38910 -3.16479 11.95437
78 H -1.41157 4.08670 -1.52297
79 Cl 0.06740 -7.85503 2.29719
80 H -1.26770 2.37785 -5.61564
81 C -3.04211 -2.58530 0.37311
82 Cl -0.40794 -3.17718 9.05690
83 Cl 6.79536 -3.98957 6.34509
84 Cl -5.10252 11.75018 -5.01549
85 Cl 7.35350 -6.31494 0.90276
86 C 1.87783 4.19941 0.29511
87 F -0.55337 5.66817 -3.25872
88 N -1.78098 -0.02430 -0.91821
89 P 1.39469 3.69390 -1.48803
90 Cl -4.23042 9.20893 -3.93416
91 Cl 9.12565 1.71886 7.89253
92 C -5.46198 10.01376 -4.92106
93 C -2.91606 -2.98361 -1.09963
94 Cl 8.55855 -1.83986 5.52778
95 C -1.63610 -7.05327 5.76187
96 Cl 2.63829 -0.75011 3.73880
97 C -1.84415 1.45399 -0.96437
98 Cl -0.31266 -8.23658 5.74707
99 C -0.97154 9.39133 -3.12467
100 H 0.74517 0.13249 -1.40793
101 H -1.86722 4.69151 -4.50625
102 H -5.81676 0.33241 0.31643
103 F -4.08221 2.61141 -0.65267
104 C -0.56430 -3.21576 0.78072
105 C 2.93715 3.89648 -2.56065
106 Cl 5.71055 -1.68793 4.94870
107 C 7.11439 -2.77256 5.09203
108 Cl 4.24207 1.63045 -4.54141
109 C -5.43033 2.44414 -8.19929
110 Cl 7.89837 -8.80024 2.29112
111 Cl 0.41179 0.98208 3.07316
112 H -2.84563 3.00082 -5.51000
113 H -2.04342 -2.38967 2.42139
114 Cl 0.23055 -0.79408 5.36143
115 C -4.91709 -1.67800 2.80229
116 H -1.46588 -3.75759 -2.69485
117 N -3.92605 0.50674 -5.31635
118 H 0.33029 -3.29128 1.45459
119 H 1.87771 3.30647 0.98883
120 C -4.77382 -0.08045 0.19314
121 H -7.16990 -2.27563 0.42734
122 Cl 11.84844 -4.03596 2.61598
123 Cl -2.35463 -4.74386 10.52484
124 Cl 0.18820 -1.87511 2.65997
125 H -6.10888 -3.11004 -0.82484
126 Cl 6.56863 -6.62964 3.67312
127 C -1.70886 2.09496 -2.44531
128 C 6.74780 -7.45974 2.11616
129 Cl 5.17352 -8.09484 1.59790



Entry 6:
Density functional theory data (ωB97M-V with the def2-TZVPD basis set) for 2 unconnected molecules or ions with the total composition N2O4.

Calculated values
2S+1: 1
Energy relative to the best compared isomer or geometry (same formula, charge and spin): 0.0 kJ/mol
Total charge: -2
E_HOMO: -0.15 eV

Element x y z (Å)
1 O 1.64734 -0.33712 0.43027
2 O -3.16208 0.07115 -1.08707
3 N 2.79320 0.26744 0.39939
4 O -2.62440 -0.12484 0.95949
5 O 3.64736 -0.14779 -0.50233
6 N -2.30142 0.27116 -0.19975



Number 1: gap between HOMO and LUMO 10.3 eV. Number 2: gap between HOMO and LUMO 6.7 eV. Number 3: gap between HOMO and LUMO 10.3 eV. Number 4: gap between HOMO and LUMO 8.9 eV. Number 5: gap between HOMO and LUMO 4.1 eV. Number 6: gap between HOMO and LUMO 7.9 eV.